Formula: C24H36O5
Source: the Open Molecules 2025 dataset
Level of theory: ωB97M-V/def2-TZVPD

Each line ends with the natural charge from an NBO analysis.
Atoms and positions in Å:
C1 -0.111 -4.635 -0.241  -0.62
C2 0.550 -3.667 0.732  -0.40
C3 -0.306 -2.433 1.046  -0.31
C4 -1.616 -2.771 1.753  -0.61
C5 -0.512 -1.589 -0.199  0.83
O1 0.254 -1.574 -1.135  -0.64
O2 -1.593 -0.821 -0.118  -0.53
C6 -1.828 0.143 -1.152  0.10
C7 -3.215 -0.052 -1.762  -0.40
C8 -4.355 0.155 -0.759  -0.27
C9 -4.763 -1.162 -0.089  -0.60
C10 -3.995 1.158 0.290  -0.14
C11 -2.823 1.786 0.409  -0.04
C12 -2.606 2.736 1.482  -0.21
C13 -1.462 3.393 1.653  -0.16
C14 -0.285 3.214 0.744  -0.25
C15 -0.255 4.376 -0.257  -0.61
C16 -0.327 1.816 0.099  -0.18
C17 0.843 1.592 -0.868  -0.42
C18 2.204 1.693 -0.179  -0.41
C19 3.324 1.078 -1.033  0.11
C20 3.341 -0.448 -1.021  -0.47
C21 3.900 -0.961 0.306  0.10
O3 3.832 -2.362 0.412  -0.71
C22 5.330 -0.439 0.442  -0.55
C23 5.473 1.045 0.149  0.79
O4 6.414 1.678 0.546  -0.57
O5 4.568 1.654 -0.617  -0.50
C24 -1.692 1.561 -0.569  -0.27
H1 -1.029 -5.046 0.172  0.20
H2 0.563 -5.460 -0.456  0.21
H3 -0.342 -4.132 -1.177  0.21
H4 0.766 -4.183 1.670  0.20
H5 1.499 -3.329 0.315  0.24
H6 0.285 -1.792 1.716  0.23
H7 -2.284 -3.315 1.090  0.21
H8 -2.116 -1.864 2.082  0.22
H9 -1.412 -3.390 2.623  0.21
H10 -1.084 -0.021 -1.940  0.22
H11 -3.305 0.667 -2.579  0.22
H12 -3.279 -1.054 -2.190  0.21
H13 -5.231 0.532 -1.304  0.21
H14 -3.917 -1.581 0.445  0.22
H15 -5.573 -0.993 0.618  0.21
H16 -5.102 -1.878 -0.834  0.20
H17 -4.773 1.356 1.016  0.20
H18 -3.437 2.895 2.155  0.21
H19 -1.354 4.112 2.452  0.21
H20 0.626 3.278 1.350  0.21
H21 0.650 4.358 -0.858  0.21
H22 -1.120 4.344 -0.915  0.20
H23 -0.281 5.318 0.285  0.22
H24 -0.232 1.092 0.919  0.20
H25 0.788 2.304 -1.692  0.20
H26 0.762 0.595 -1.295  0.23
H27 2.470 2.736 -0.003  0.22
H28 2.165 1.190 0.788  0.19
H29 3.201 1.434 -2.064  0.19
H30 3.976 -0.810 -1.835  0.20
H31 2.335 -0.837 -1.179  0.26
H32 3.292 -0.602 1.142  0.18
H33 4.299 -2.759 -0.333  0.46
H34 5.977 -0.958 -0.275  0.23
H35 5.735 -0.627 1.437  0.25
H36 -1.804 2.257 -1.408  0.22

Results
LUMO energy = 0.7 eV
HOMO-LUMO gap = 9.081 eV
Highest occupied orbital energy = -8.39 eV
Net charge = 0
SMILES = CC[C@H](C)C(=O)O[C@H]1C[C@@H](C)C=C2C=C[C@H](C)[C@H](CC[C@@H]3C[C@@H](O)CC(=O)O3)[C@H]21

Formula: C6H6BrN3
Source: the Open Molecules 2025 dataset
Level of theory: ωB97M-V/def2-TZVPD

Each line ends with the natural charge from an NBO analysis.
Atoms and positions in Å:
C1 -0.806 -2.474 -0.049  0.21
C2 -1.006 0.722 -1.974  -0.04
C3 -0.821 -1.246 -0.720  -0.06
C4 -1.247 -0.769 -1.844  -0.18
C5 1.140 1.245 2.034  -0.63
C6 1.070 0.345 0.709  -0.23
N1 -0.856 -3.494 0.484  -0.26
N2 -0.355 1.226 -0.979  -0.14
N3 -0.168 0.476 0.022  -0.11
Br1 -2.068 -1.738 -3.171  0.15
H1 -1.482 1.259 -2.682  0.21
H2 2.216 1.089 2.373  0.22
H3 0.475 1.144 2.917  0.23
H4 0.894 2.349 1.746  0.21
H5 1.149 -0.640 1.045  0.22
H6 1.862 0.507 0.088  0.20

Results
LUMO energy = -0.3 eV
HOMO-LUMO gap = 8.917 eV
Highest occupied orbital energy = -9.20 eV
Net charge = 0

Formula: C8H10O2
Source: the Open Molecules 2025 dataset
Level of theory: ωB97M-V/def2-TZVPD

Each line ends with the natural charge from an NBO analysis.
Atoms and positions in Å:
C1 2.617 -1.874 -0.051  -0.65
C2 1.419 -0.868 0.030  0.01
C3 1.189 0.149 1.010  -0.29
C4 -0.006 0.828 0.990  0.29
C5 -0.913 0.592 -0.068  -0.14
C6 -1.954 1.831 -0.165  -0.62
C7 -0.752 -0.566 -0.887  0.32
C8 0.502 -1.156 -0.982  -0.27
H1 2.436 -2.964 0.211  0.23
H2 2.986 -2.013 -1.152  0.22
H3 3.604 -1.469 0.426  0.22
H4 2.199 0.395 1.617  0.23
H5 -1.408 1.446 2.543  0.45
H6 -2.382 1.881 -1.097  0.21
H7 -2.742 1.595 0.548  0.20
H8 -1.694 2.805 0.207  0.24
H9 -2.623 -0.674 -1.974  0.50
H10 0.806 -1.874 -1.683  0.22
O1 -0.190 1.804 2.070  -0.67
O2 -1.534 -0.897 -1.933  -0.69

Results
LUMO energy = 0.0 eV
HOMO-LUMO gap = 8.267 eV
Highest occupied orbital energy = -8.29 eV
Net charge = 0

Formula: C4H13N2O
Source: the Open Molecules 2025 dataset
Level of theory: ωB97M-V/def2-TZVPD

Each line ends with the natural charge from an NBO analysis.
Atoms and positions in Å:
C1 -1.444 -0.136 0.364  -0.22
C2 -0.428 -0.308 -0.806  -0.46
C3 0.739 -1.178 -0.451  -0.41
C4 0.882 -2.493 -0.689  0.09
N1 2.009 -3.201 -0.859  -0.79
N2 -0.858 0.952 1.375  -0.70
H1 -1.540 -1.141 1.058  0.24
H2 -2.409 -0.035 -0.066  0.24
H3 -0.933 -0.592 -1.739  0.25
H4 -0.096 0.650 -1.141  0.23
H5 1.540 -0.727 0.016  0.19
H6 -0.053 -3.006 -0.945  0.17
H7 2.769 -2.703 -1.230  0.40
H8 1.980 -4.230 -1.158  0.41
H9 -1.725 1.302 1.718  0.45
H10 -0.261 0.439 2.012  0.45
H11 -0.309 1.745 0.958  0.46
H12 -1.151 5.527 0.315  0.50
H13 -0.022 4.965 1.355  0.48
O1 -0.543 4.779 0.591  -0.98

Results
LUMO energy = -3.3 eV
HOMO-LUMO gap = 7.973 eV
Highest occupied orbital energy = -11.29 eV
Net charge = +1

Formula: C25H27N2O3PS
Source: the Open Molecules 2025 dataset
Level of theory: ωB97M-V/def2-TZVPD

Each line ends with the natural charge from an NBO analysis.
Atoms and positions in Å:
N1 6.307 3.453 0.862  -1.17
P1 6.350 4.991 0.090  1.26
O1 6.251 6.074 1.332  -0.99
C1 4.641 5.013 -0.550  -0.37
C2 3.994 6.232 -0.739  -0.23
C3 2.705 6.272 -1.232  -0.19
C4 2.041 5.099 -1.564  -0.23
C5 2.672 3.871 -1.381  0.24
C6 3.965 3.838 -0.879  -0.27
N2 2.002 2.669 -1.698  -0.61
C7 0.644 2.588 -1.299  0.24
C8 0.153 1.431 -0.714  -0.28
C9 -1.180 1.317 -0.328  0.02
C10 -1.671 0.021 0.272  -0.43
C11 -1.726 -1.125 -0.765  -0.39
C12 -1.386 -2.496 -0.177  -0.42
C13 -0.012 -2.579 0.446  -0.03
C14 1.134 -2.191 -0.252  -0.17
C15 2.389 -2.302 0.321  -0.23
C16 2.538 -2.807 1.606  -0.23
C17 1.408 -3.189 2.317  -0.20
C18 0.152 -3.076 1.736  -0.21
C19 -2.026 2.403 -0.524  -0.23
C20 -1.542 3.570 -1.100  -0.19
C21 -0.215 3.669 -1.488  -0.25
S1 0.415 5.136 -2.248  0.31
H1 5.366 3.157 1.107  0.37
H2 6.837 3.479 1.727  0.39
H3 5.457 5.972 1.876  0.48
H4 4.482 7.166 -0.484  0.23
H5 2.198 7.220 -1.366  0.22
H6 4.457 2.877 -0.766  0.21
H7 2.495 1.881 -1.298  0.38
H8 0.823 0.587 -0.566  0.21
H9 -2.681 0.195 0.646  0.21
H10 -1.008 -0.270 1.090  0.22
H11 -2.750 -1.183 -1.144  0.23
H12 -1.096 -0.914 -1.632  0.20
H13 -1.456 -3.235 -0.979  0.24
H14 -2.129 -2.779 0.572  0.20
H15 1.042 -1.803 -1.262  0.20
H16 3.272 -2.015 -0.241  0.21
H17 3.515 -2.915 2.062  0.21
H18 1.480 -3.573 3.328  0.21
H19 -0.724 -3.384 2.298  0.20
H20 -3.068 2.330 -0.236  0.21
H21 -2.201 4.414 -1.263  0.22
O2 -3.885 -3.859 -1.125  -0.57
C22 -4.619 -4.496 -0.429  0.79
C23 -4.345 -5.831 0.240  -0.53
C24 -5.743 -6.303 0.635  -0.43
C25 -6.473 -4.979 0.831  -0.07
O3 -5.860 -4.069 -0.098  -0.49
H22 -3.708 -5.651 1.108  0.24
H23 -3.837 -6.500 -0.448  0.25
H24 -5.771 -6.938 1.517  0.22
H25 -6.193 -6.853 -0.192  0.21
H26 -6.342 -4.579 1.839  0.18
H27 -7.536 -5.033 0.610  0.20

Results
LUMO energy = 0.6 eV
HOMO-LUMO gap = 8.139 eV
Highest occupied orbital energy = -7.59 eV
Net charge = 0
SMILES = NP(O)c1ccc2c(c1)Nc1cc(CCCc3ccccc3)ccc1S2.O=C1CCCO1

Formula: C5H9N
Source: the Open Molecules 2025 dataset
Level of theory: ωB97M-V/def2-TZVPD

Each line ends with the natural charge from an NBO analysis.
Atoms and positions in Å:
C1 -1.681 0.724 2.369  -0.07
N1 -0.793 -0.190 2.413  -0.42
C2 -0.163 -0.693 1.235  -0.05
C3 -0.058 0.051 0.130  -0.21
C4 0.347 -0.608 -1.150  -0.44
C5 1.417 0.214 -1.978  -0.61
H1 -1.995 0.989 3.352  0.19
H2 -2.026 1.128 1.419  0.15
H3 0.181 -1.692 1.441  0.21
H4 -0.315 1.118 0.003  0.20
H5 0.689 -1.641 -1.046  0.21
H6 -0.504 -0.774 -1.859  0.21
H7 1.304 1.194 -1.500  0.20
H8 1.188 0.376 -3.026  0.21
H9 2.410 -0.196 -1.803  0.21

Results
LUMO energy = 0.7 eV
HOMO-LUMO gap = 9.601 eV
Highest occupied orbital energy = -8.87 eV
Net charge = 0
SMILES = C=N/C=C/CC

Formula: C12H28Cl2N4O5PS2
Source: the Open Molecules 2025 dataset
Level of theory: ωB97M-V/def2-TZVPD

Each line ends with the natural charge from an NBO analysis.
Atoms and positions in Å:
N1 3.001 1.846 1.530  -0.84
C1 3.099 0.363 1.133  -0.25
C2 1.831 0.064 0.090  0.10
O1 1.989 0.839 -1.178  -0.73
C3 1.704 -1.559 -0.282  -0.46
C4 0.170 -1.839 -0.816  -0.05
C5 -0.147 -1.767 -2.431  -0.30
N2 -1.146 -2.880 -2.663  -0.81
P1 -0.260 -4.265 -3.355  1.27
O2 -1.331 -5.567 -3.822  -0.95
Cl1 0.526 -3.534 -5.216  -0.28
C6 -1.750 -3.119 -1.286  0.76
N3 -3.070 -3.331 -0.937  -0.50
C7 -3.477 -3.530 0.506  -0.27
C8 -4.499 -2.339 1.079  -0.44
C9 -4.219 -0.862 0.449  -0.44
C10 -3.042 0.024 1.142  -0.63
S1 -2.438 -0.547 2.812  1.84
O3 -1.676 -1.893 2.824  -0.84
O4 -1.399 0.536 3.303  -0.84
Cl2 -4.000 -0.457 4.254  -0.15
N4 -0.560 -3.061 -0.307  -0.65
H1 3.239 2.429 0.672  0.39
H2 1.984 2.046 1.690  0.34
H3 4.131 0.177 0.611  0.21
H4 3.029 -0.291 2.101  0.21
H5 0.872 0.470 0.656  0.18
H6 2.233 0.213 -1.940  0.47
H7 1.841 -2.226 0.695  0.26
H8 2.424 -1.888 -1.149  0.22
H9 -0.427 -0.918 -0.411  0.19
H10 0.915 -1.812 -2.921  0.26
H11 -0.667 -0.726 -2.605  0.25
H12 -1.652 -5.292 -4.750  0.51
H13 -3.765 -3.365 -1.741  0.46
H14 -2.584 -3.755 1.238  0.30
H15 -4.148 -4.519 0.519  0.24
H16 -4.578 -2.387 2.250  0.27
H17 -5.576 -2.672 0.682  0.24
H18 -4.000 -0.873 -0.722  0.23
H19 -5.233 -0.242 0.555  0.26
H20 -3.490 1.119 1.301  0.30
H21 -2.124 0.169 0.418  0.28
H22 0.030 -3.911 -0.440  0.41
C11 4.771 6.113 1.540  -0.83
S2 3.195 5.680 0.763  1.24
O5 3.484 4.681 -0.318  -0.99
C12 2.929 7.282 -0.034  -0.83
H23 5.148 5.235 2.070  0.25
H24 5.494 6.413 0.777  0.23
H25 4.617 6.926 2.252  0.23
H26 3.764 7.511 -0.700  0.23
H27 2.834 8.059 0.729  0.23
H28 2.005 7.232 -0.615  0.24

Results
LUMO energy = -4.8 eV
HOMO-LUMO gap = 5.647 eV
Highest occupied orbital energy = -10.44 eV
Net charge = +1

What is the formula in the second record? C6H6BrN3

Please write out number 2 again, unchanged.
Formula: C6H6BrN3
Source: the Open Molecules 2025 dataset
Level of theory: ωB97M-V/def2-TZVPD

Each line ends with the natural charge from an NBO analysis.
Atoms and positions in Å:
C1 -0.806 -2.474 -0.049  0.21
C2 -1.006 0.722 -1.974  -0.04
C3 -0.821 -1.246 -0.720  -0.06
C4 -1.247 -0.769 -1.844  -0.18
C5 1.140 1.245 2.034  -0.63
C6 1.070 0.345 0.709  -0.23
N1 -0.856 -3.494 0.484  -0.26
N2 -0.355 1.226 -0.979  -0.14
N3 -0.168 0.476 0.022  -0.11
Br1 -2.068 -1.738 -3.171  0.15
H1 -1.482 1.259 -2.682  0.21
H2 2.216 1.089 2.373  0.22
H3 0.475 1.144 2.917  0.23
H4 0.894 2.349 1.746  0.21
H5 1.149 -0.640 1.045  0.22
H6 1.862 0.507 0.088  0.20

Results
LUMO energy = -0.3 eV
HOMO-LUMO gap = 8.917 eV
Highest occupied orbital energy = -9.20 eV
Net charge = 0

Repeat the second record exactly.
Formula: C6H6BrN3
Source: the Open Molecules 2025 dataset
Level of theory: ωB97M-V/def2-TZVPD

Each line ends with the natural charge from an NBO analysis.
Atoms and positions in Å:
C1 -0.806 -2.474 -0.049  0.21
C2 -1.006 0.722 -1.974  -0.04
C3 -0.821 -1.246 -0.720  -0.06
C4 -1.247 -0.769 -1.844  -0.18
C5 1.140 1.245 2.034  -0.63
C6 1.070 0.345 0.709  -0.23
N1 -0.856 -3.494 0.484  -0.26
N2 -0.355 1.226 -0.979  -0.14
N3 -0.168 0.476 0.022  -0.11
Br1 -2.068 -1.738 -3.171  0.15
H1 -1.482 1.259 -2.682  0.21
H2 2.216 1.089 2.373  0.22
H3 0.475 1.144 2.917  0.23
H4 0.894 2.349 1.746  0.21
H5 1.149 -0.640 1.045  0.22
H6 1.862 0.507 0.088  0.20

Results
LUMO energy = -0.3 eV
HOMO-LUMO gap = 8.917 eV
Highest occupied orbital energy = -9.20 eV
Net charge = 0